ORCA calculation (the ωB97M-V functional and the def2-TZVPD basis) on C3H5ClFN in the gas phase at a distorted geometry.

Each line ends with the Löwdin charge.
Element x y z (Å)
C1 0.481 0.219 0.855  -0.348
C2 0.843 0.211 -0.558  -0.286
C3 -0.477 -0.258 -0.183  -0.615
H1 1.790 -1.295 1.376  0.054
H2 0.560 -1.102 2.418  0.113
H3 0.150 1.120 1.321  0.128
H4 1.072 1.042 -1.181  0.146
H5 -0.666 -1.321 -0.262  0.116
N1 1.208 -0.595 1.759  0.061
F1 1.733 -0.826 -0.762  0.001
Cl1 -1.885 0.713 -0.577  0.630

HOMO-LUMO gap in Ha: 0.3812
DFT total energy in eV: -19920.7241
SMILES string: N[C@H]1[C@@H](F)[C@@H]1Cl
Energy relative to the best compared isomer or geometry (same formula, charge and spin) in kJ/mol: 39.1
Net charge: 0

ORCA calculation (the ωB97M-V functional and the def2-TZVPD basis) on a molecular structure, C14H9N4O5Pd at a distorted geometry.

Each line ends with the Löwdin charge.
Element x y z (Å)
Pd1 9.454 5.510 5.849  0.906
C1 12.010 6.352 3.597  0.005
C2 12.306 5.875 4.942  -0.334
N1 11.417 5.726 5.905  -0.045
C3 11.977 5.436 7.140  -0.091
C4 13.368 5.406 6.915  -0.029
N2 13.536 5.662 5.522  0.161
C5 14.531 5.382 7.894  -0.452
O1 14.109 5.224 9.178  0.103
O2 15.694 5.407 7.569  0.087
C6 11.062 4.984 8.206  -0.552
O3 11.553 4.618 9.279  0.040
O4 9.790 5.154 7.933  -0.122
H1 11.095 6.907 3.631  0.050
H2 11.892 5.511 2.939  0.081
H3 12.873 6.985 3.260  0.107
H4 14.465 5.833 5.073  0.183
H5 13.162 4.974 9.204  0.038
O5 6.257 4.482 7.713  0.003
C7 6.873 5.019 6.820  -0.524
N3 7.445 5.571 5.867  -0.092
N4 8.708 12.693 6.505  0.119
C8 8.952 11.546 6.534  -0.214
C9 9.118 10.158 6.400  -0.266
C10 9.501 9.383 7.456  -0.059
C11 9.704 8.027 7.315  -0.067
C12 9.495 7.532 6.013  -0.240
C13 9.120 8.252 4.922  -0.154
C14 8.964 9.582 5.102  -0.035
H6 9.652 9.865 8.455  0.130
H7 10.001 7.391 8.110  0.077
H8 9.029 7.819 3.968  0.076
H9 8.791 10.202 4.236  0.109

2S+1: 3
HOMO-LUMO gap (alpha / beta) in Ha: 0.2005 / 0.2838
DFT total energy in eV: -34342.5678
Energy relative to the best compared isomer or geometry (same formula, charge and spin) in kJ/mol: 13.2
Net charge: -1

ORCA calculation (the ωB97M-V functional and the def2-TZVPD basis) on C5H6 in the gas phase at a distorted geometry.

Each line ends with the Löwdin charge.
Element x y z (Å)
C1 2.119 -0.375 -0.306  -0.002
C2 1.064 -0.147 0.469  -0.181
C3 -0.038 0.831 0.069  -0.216
C4 -1.302 0.106 -0.094  -0.154
C5 -2.327 -0.483 -0.102  0.106
H1 2.895 -1.087 -0.103  0.047
H2 2.232 0.245 -1.199  0.061
H3 0.949 -0.708 1.397  0.103
H4 0.207 1.320 -0.881  0.113
H5 -0.144 1.630 0.776  0.105
H6 -3.243 -0.989 -0.214  0.018

HOMO-LUMO gap in Ha: 0.4069
DFT total energy in eV: -5279.5299
SMILES string: C#CCC=C
Energy relative to the best compared isomer or geometry (same formula, charge and spin) in kJ/mol: 161.1
Net charge: 0

ORCA calculation (the ωB97M-V functional and the def2-TZVPD basis) on a molecular structure, C17H17N2Rh at a distorted geometry.

Each line ends with the Löwdin charge.
Element x y z (Å)
C1 -3.422 1.203 -1.764  -0.057
C2 -2.557 2.216 -1.871  -0.058
H1 -3.726 0.732 -0.837  0.052
H2 -3.598 0.499 -2.569  0.058
H3 -1.838 2.245 -2.688  0.054
H4 -2.205 2.860 -1.077  0.054
Rh1 0.435 -0.653 -1.262  1.400
C3 -0.434 -1.867 -2.549  -0.152
C4 -0.630 -0.472 -2.901  -0.189
C5 1.687 -0.907 -2.835  -0.174
C6 1.002 -2.137 -2.520  -0.161
H5 -1.555 -0.011 -3.181  0.098
H6 0.807 1.145 -3.399  0.140
H7 2.777 -0.750 -2.880  0.149
C7 0.679 0.121 -3.076  -0.148
H8 1.474 -3.090 -2.226  0.150
H9 -1.271 -2.529 -2.388  0.139
C8 -2.528 1.696 2.458  0.028
C9 -1.734 1.382 3.560  0.008
C10 -0.536 0.699 3.323  0.041
C11 -0.124 0.365 1.999  -0.165
N1 -0.950 0.619 0.955  0.087
C12 -2.075 1.324 1.189  -0.092
C13 1.238 -0.260 1.695  -0.122
C14 2.236 -0.438 2.660  0.038
C15 3.431 -1.095 2.353  0.027
C16 3.656 -1.585 1.076  0.012
C17 2.684 -1.369 0.124  -0.106
N2 1.571 -0.693 0.436  -0.045
H10 -3.477 2.229 2.537  0.139
H11 -2.047 1.675 4.561  0.136
H12 0.119 0.405 4.141  0.117
H13 -2.648 1.651 0.333  0.046
H14 2.033 -0.052 3.651  0.121
H15 4.196 -1.251 3.103  0.139
H16 4.529 -2.138 0.753  0.138
H17 2.802 -1.769 -0.886  0.099

2S+1: 5
HOMO-LUMO gap (alpha / beta) in Ha: 0.2825 / 0.1341
DFT total energy in eV: -23868.3596
Net charge: +2